[1]
This record from the Open Molecules 2025 dataset describes a molecular structure, C21H24N2OP2PdSe at a distorted geometry. The level of theory is ωB97M-V with the def2-TZVPD basis set.

XYZ file:
```
52
C21H24N2OP2PdSe, DFT ωB97M-V with the def2-TZVPD basis set
C -2.7746 1.4224 -2.6974
C -1.6275 1.3123 -1.9160
C -1.7427 1.0649 -0.5171
C -3.0094 0.6487 -0.0093
C -4.1468 0.7909 -0.8060
C -4.0282 1.1819 -2.1390
C -2.9835 -0.0431 1.3254
C -2.0030 0.6141 2.2579
C -0.7723 1.0249 1.6798
C 0.3550 1.2504 2.5198
C 0.2009 1.1165 3.8994
C -1.0397 0.8118 4.4636
C -2.1477 0.6075 3.6535
H -2.6628 1.6285 -3.7657
H -5.1091 0.5082 -0.3690
H -4.8965 1.1706 -2.7931
H -3.9698 -0.1699 1.7463
H 1.0845 1.2408 4.5244
H -1.1130 0.6749 5.5402
H -3.1277 0.3419 4.0490
N -0.5966 0.9085 0.2847
Pd 0.6214 -0.7846 -0.2795
C -0.2566 1.3937 -2.5298
H 0.4202 2.1186 -2.0584
H -0.3052 1.6155 -3.5986
C 1.7205 1.4125 1.8893
H 1.7420 2.2108 1.1383
H 2.4741 1.6511 2.6495
P 0.6072 -0.2096 -2.4667
P 2.2925 -0.1258 1.0557
C 2.6133 -1.2903 2.3957
H 3.0780 -2.1747 1.9331
H 3.3194 -0.8352 3.1039
H 1.6775 -1.5610 2.9141
C 3.8584 0.2696 0.2840
H 4.5280 0.6623 1.0474
H 4.2638 -0.6645 -0.1099
H 3.7178 1.0177 -0.4962
C -0.3822 -1.3561 -3.4747
H -0.4032 -0.9399 -4.4931
H 0.1262 -2.3368 -3.4877
H -1.4119 -1.4257 -3.0819
C 2.1989 -0.0493 -3.2777
H 2.6570 -1.0421 -3.3418
H 1.9953 0.3435 -4.2804
H 2.8363 0.6494 -2.7262
C -0.8434 -1.7554 0.9394
O -0.7417 -2.5076 1.8537
H -2.6514 -1.0398 1.1043
Se 2.3540 -5.3298 -1.2416
C 2.0684 -3.6039 -1.1535
N 1.9358 -2.4192 -1.1421
```

Values from the calculation:
Multiplicity   5
Orbital gap (alpha / beta)   7.469 / 5.399 eV
Highest occupied orbital energy (alpha / beta)   -13.3 / -14.7 eV
Charge   +2
LUMO (alpha / beta)   -5.80 / -9.26 eV

***

[2]
This record from the Open Molecules 2025 dataset describes 2 unconnected molecules or ions with the total composition C4H7P at a distorted geometry. The level of theory is ωB97M-V with the def2-TZVPD basis set.

XYZ file:
```
12
C4H7P, DFT ωB97M-V with the def2-TZVPD basis set
C 1.0721 0.5204 -1.2710
C 1.5593 0.1907 -0.0210
C 0.1420 0.2419 -0.2661
C 2.8508 0.2195 0.7196
P -3.5645 0.1482 0.2777
H 1.3721 0.6739 -2.3141
H -2.5750 1.1019 0.7438
H 2.7300 0.2674 1.7791
H 3.3548 1.2105 0.4037
H 3.3984 -0.6662 0.5191
H -2.6104 -0.1381 -0.7563
H -4.4466 0.8968 -0.6054
```

Values from the calculation:
Orbital gap   9.357 eV
Highest occupied orbital energy   -8.6 eV
Relative energy (zero: lowest compared OMol25 entry of this formula, charge and spin)   418.4 kJ/mol
Charge   0
LUMO   0.77 eV

***

[3]
This record from the Open Molecules 2025 dataset describes 4 unconnected molecules or ions with the total composition C16H36FN4O4 at a distorted geometry. The level of theory is ωB97M-V with the def2-TZVPD basis set.

XYZ file:
```
61
C16H36FN4O4, DFT ωB97M-V with the def2-TZVPD basis set
C -0.8716 -0.7835 2.1857
C 0.3544 -0.8139 3.1678
C 1.7463 -0.6971 2.4143
F 1.7307 -1.5200 1.3044
C 1.9193 0.8185 2.0276
C 2.6208 1.6545 3.1653
N 2.9043 3.0811 2.7534
C 2.3463 3.4413 1.4149
C 2.4902 2.3122 0.3241
O 2.7399 0.9956 0.8521
H -1.7795 -0.4849 2.7750
H -0.7809 -0.0038 1.3820
H -1.0826 -1.7832 1.7280
H 0.4087 -1.7311 3.8006
H 0.2290 0.0459 3.8818
H 2.5308 -1.0549 3.1295
H 0.8991 1.1946 1.7511
H 2.1186 1.5915 4.1569
H 3.6292 1.1778 3.3021
H 3.9006 3.3003 2.8646
H 2.4090 3.6694 3.4366
H 2.7202 4.4415 1.0731
H 1.2445 3.5931 1.5711
H 3.2142 2.5677 -0.4930
H 1.4909 2.2460 -0.1952
C 4.1724 1.0851 -3.3607
O 3.2964 1.9270 -3.2716
N 4.1124 -0.1552 -2.8234
C 5.1962 -1.1090 -2.9597
C 2.9218 -0.5358 -2.0871
H 5.1132 1.2796 -3.8993
H 4.8285 -2.0008 -3.4715
H 5.5605 -1.3842 -1.9673
H 6.0173 -0.6823 -3.5345
H 2.0535 -0.4652 -2.7458
H 2.7854 0.1531 -1.2541
H 3.0137 -1.5529 -1.7107
C -4.7713 -1.1459 0.5792
O -5.6433 -0.3023 0.6406
N -4.8402 -2.3845 1.1239
C -3.7512 -3.3319 1.0012
C -6.0378 -2.7699 1.8482
H -3.8219 -0.9593 0.0554
H -4.1089 -4.2268 0.4878
H -3.3983 -3.6003 2.0009
H -2.9264 -2.9016 0.4326
H -6.9002 -2.7049 1.1822
H -6.1921 -2.0842 2.6838
H -5.9420 -3.7874 2.2234
C -2.2825 -0.5016 -1.8415
O -2.3579 -1.7014 -2.0136
N -2.4659 0.4396 -2.7957
C -2.3590 1.8556 -2.5088
C -2.7800 0.0148 -4.1487
H -2.0485 -0.0731 -0.8520
H -3.3091 2.3423 -2.7391
H -1.5691 2.2895 -3.1267
H -2.1209 2.0203 -1.4579
H -3.7040 -0.5659 -4.1397
H -1.9747 -0.6189 -4.5248
H -2.8983 0.8797 -4.7988
```

Values from the calculation:
Orbital gap   7.085 eV
Highest occupied orbital energy   -10.7 eV
Charge   +1
LUMO   -3.61 eV

***

[4]
This record from the Open Molecules 2025 dataset describes C3H5N3O in the gas phase at a distorted geometry. The level of theory is ωB97M-V with the def2-TZVPD basis set.

XYZ file:
```
12
C3H5N3O, DFT ωB97M-V with the def2-TZVPD basis set
C -0.2454 1.1629 -0.0146
C 1.4552 -0.1307 -0.0309
C 0.3526 -0.9456 0.0229
H -2.6182 0.0443 -0.7196
H -2.5686 -0.3057 0.7618
H -0.9208 2.0423 0.1126
H 3.3167 0.2408 0.0566
H 0.2869 -2.0789 -0.1286
N -2.0961 -0.5787 -0.0873
N -0.7704 -0.1135 0.0903
N 1.0592 1.2290 -0.0460
O 2.7486 -0.5662 -0.0173
```

Values from the calculation:
Orbital gap   9.032 eV
Highest occupied orbital energy   -8.2 eV
Relative energy (zero: lowest compared OMol25 entry of this formula, charge and spin)   216.1 kJ/mol
Charge   0
LUMO   0.82 eV